DFT (ωB97M-V/def2-TZVPD) results for C5H10 in the gas phase in a non-equilibrium geometry.

Geometry as XYZ:
```
15
Properties=species:S:1:pos:R:3:lowdin_charge:R:1
C -2.554 0.785 -0.506 -0.009
C -1.539 0.554 0.325 -0.183
C -0.145 0.378 -0.219 -0.245
C 0.712 -0.689 0.451 -0.279
C 2.183 -0.566 0.107 -0.132
H -2.336 0.806 -1.569 0.052
H -3.581 0.965 -0.221 0.048
H -1.715 0.200 1.338 0.096
H -0.221 0.261 -1.305 0.109
H 0.433 1.308 -0.095 0.116
H 0.485 -1.715 0.130 0.109
H 0.452 -0.644 1.514 0.104
H 2.756 -1.358 0.593 0.067
H 2.370 -0.636 -0.967 0.074
H 2.698 0.351 0.423 0.071
```

Properties
lowest unoccupied orbital energy = 1.3 eV
SMILES string = C=CCCC
multiplicity = 1
charge = 0
F_max = 1.426 eV/A
energy relative to the best compared isomer or geometry (same formula, charge and spin) = 23.9 kcal/mol

DFT (ωB97M-V/def2-TZVPD) results for 3 unconnected molecules or ions with the total composition C16H40F4N6O7P2S in a non-equilibrium geometry.

Geometry as XYZ:
```
76
Properties=species:S:1:pos:R:3:lowdin_charge:R:1
O -6.602 0.796 0.122 0.199
C -6.830 -0.046 -0.675 -0.428
C -5.734 -1.013 -1.089 -0.052
O -4.997 -1.442 0.044 0.067
C -5.179 -2.743 0.366 -0.692
F -4.482 -3.570 -0.430 0.176
F -4.779 -2.930 1.622 0.187
F -6.477 -3.113 0.288 0.144
O -8.059 -0.135 -1.291 -0.018
C -9.071 -0.698 -0.481 -0.166
S -9.456 -2.423 -0.917 0.643
O -9.509 -3.169 0.291 -0.242
O -10.644 -2.439 -1.700 -0.251
F -8.289 -2.868 -1.834 -0.119
H -5.047 -0.420 -1.695 0.156
H -6.090 -1.811 -1.732 0.130
H -9.992 -0.131 -0.560 0.129
H -8.743 -0.725 0.557 0.125
C 1.122 2.475 1.470 -0.132
N 0.220 2.154 0.385 -0.321
C 0.756 2.438 -0.938 -0.139
P -1.370 1.518 0.479 0.696
O -1.177 0.228 -0.272 -0.305
N -1.640 0.772 2.016 -0.314
C -1.008 1.171 3.259 -0.143
C -1.871 -0.669 2.029 -0.134
N -2.048 2.970 1.167 -0.275
C -3.532 2.879 1.273 -0.123
C -1.771 4.240 0.469 -0.128
H 0.651 3.080 2.251 0.067
H 1.969 3.072 1.131 0.081
H 1.533 1.572 1.929 0.067
H 0.328 3.359 -1.364 0.066
H 0.539 1.628 -1.641 0.067
H 1.838 2.555 -0.933 0.067
H 0.013 0.781 3.347 0.075
H -1.579 0.783 4.108 0.078
H -0.992 2.251 3.385 0.064
H -0.935 -1.226 1.897 0.086
H -2.559 -0.964 1.244 0.050
H -2.324 -0.979 2.974 0.080
H -4.009 2.821 0.290 0.077
H -3.924 3.752 1.795 0.080
H -3.822 2.000 1.842 0.074
H -2.051 4.214 -0.587 0.084
H -0.717 4.502 0.544 0.071
H -2.323 5.044 0.955 0.081
C 6.726 0.913 -1.158 -0.128
N 6.623 -0.173 -0.208 -0.326
C 7.710 -0.297 0.751 -0.130
P 5.368 -1.335 -0.113 0.652
O 4.938 -1.208 1.312 -0.293
N 3.935 -0.833 -0.900 -0.307
C 3.882 0.050 -2.048 -0.140
C 2.752 -0.637 -0.067 -0.122
N 5.845 -2.213 -1.530 -0.278
C 5.046 -3.457 -1.689 -0.125
C 7.261 -2.611 -1.627 -0.130
H 6.568 0.583 -2.189 0.067
H 7.727 1.345 -1.144 0.077
H 6.021 1.722 -0.938 0.075
H 8.400 -1.113 0.489 0.065
H 7.328 -0.500 1.753 0.071
H 8.293 0.621 0.812 0.077
H 3.992 1.104 -1.764 0.068
H 2.918 -0.055 -2.553 0.079
H 4.635 -0.201 -2.794 0.066
H 2.806 0.312 0.479 0.070
H 2.638 -1.445 0.648 0.074
H 1.839 -0.634 -0.667 0.079
H 5.233 -4.168 -0.879 0.083
H 5.290 -3.939 -2.636 0.078
H 3.983 -3.229 -1.703 0.073
H 7.603 -3.179 -0.758 0.085
H 7.902 -1.740 -1.750 0.071
H 7.402 -3.222 -2.518 0.080
```

Properties
lowest unoccupied orbital energy = 0.0 eV
SMILES string = O=C(COC(F)(F)F)OCS(=O)(=O)F.CN(C)P(=O)(N(C)C)N(C)C.CN(C)P(=O)(N(C)C)N(C)C
multiplicity = 1
charge = 0
F_max = 7.649 eV/A

DFT (ωB97M-V/def2-TZVPD) results for a molecular structure, C11H29CuF3N4O13PS3 in a non-equilibrium geometry.

Geometry as XYZ:
```
65
Properties=species:S:1:pos:R:3:mulliken_spin:R:1
Cu -1.502 0.173 1.074 0.742
S -3.902 -0.424 3.220 -0.001
O -3.808 0.927 3.807 -0.001
O -3.268 -1.461 4.072 0.001
O -5.308 -0.752 2.998 0.014
O -3.190 -0.455 1.919 0.063
S -2.194 2.826 0.765 -0.009
O -0.964 2.207 1.319 0.035
O -3.106 3.295 1.799 0.007
O -1.975 3.933 -0.184 0.008
O -2.732 1.617 0.084 0.099
C -2.352 -3.734 -1.926 0.000
F -1.263 -4.404 -1.503 0.000
F -2.004 -3.092 -3.055 0.000
F -3.274 -4.658 -2.193 0.000
S -3.016 -2.527 -0.646 -0.002
O -4.003 -1.767 -1.401 0.000
O -3.466 -3.444 0.374 0.000
O -1.859 -1.691 -0.240 -0.004
O 0.284 -0.001 -0.368 0.002
P 0.837 0.316 -1.694 -0.009
N 1.748 -0.977 -2.337 0.000
C 2.708 -0.850 -3.436 0.000
C 1.081 -2.253 -2.305 0.000
N 1.924 1.593 -1.742 0.001
C 1.400 2.968 -1.825 0.000
C 3.228 1.446 -1.102 0.000
N -0.304 0.798 -2.833 0.001
C -0.010 1.350 -4.152 0.000
C -1.680 0.286 -2.728 -0.001
H 3.538 -0.182 -3.235 0.000
H 2.146 -0.669 -4.362 0.000
H 3.055 -1.874 -3.608 0.000
H 0.542 -2.543 -3.213 0.000
H 0.331 -2.290 -1.513 0.000
H 1.748 -3.086 -2.053 0.000
H 2.235 3.679 -1.865 0.000
H 0.668 3.128 -2.602 0.000
H 1.017 3.236 -0.833 0.000
H 3.949 2.058 -1.641 0.000
H 3.184 1.767 -0.056 0.000
H 3.477 0.388 -1.030 0.000
H 1.026 1.687 -4.166 0.000
H -0.176 0.590 -4.923 0.000
H -0.726 2.172 -4.253 0.000
H -2.365 1.134 -2.777 0.000
H -1.848 -0.236 -1.786 -0.001
H -1.946 -0.418 -3.524 0.000
C 0.277 -0.092 5.167 0.007
C 0.065 0.480 3.712 -0.013
C 1.439 0.776 3.155 0.004
O 2.224 -0.446 3.053 -0.001
C 3.569 -0.229 2.864 0.000
N -0.532 -0.575 2.839 0.063
H 0.205 0.786 5.808 0.000
H 1.256 -0.574 5.185 0.000
H -0.477 -0.845 5.386 -0.001
H -0.586 1.334 3.875 0.001
H 2.046 1.412 3.814 0.000
H 1.464 1.210 2.152 -0.004
H 4.086 0.395 3.610 0.000
H 3.868 0.081 1.858 0.000
H 4.104 -1.173 3.033 0.000
H -1.141 -1.108 3.466 -0.002
H 0.250 -1.217 2.702 0.000
```

Properties
lowest unoccupied orbital energy (alpha / beta) = 5.6 / 5.6 eV
<S²> = 0.752
multiplicity = 2
charge = -3
F_max = 2.919 eV/A

DFT (ωB97M-V/def2-TZVPD) results for a molecular structure, C24H55N6O10V in a non-equilibrium geometry.

Geometry as XYZ:
```
96
Properties=species:S:1:pos:R:3:mulliken_spin:R:1
V 0.859 -2.684 -3.016 1.823
C 1.043 -0.198 0.536 0.014
C 0.205 -1.418 0.247 -0.006
C -1.255 -1.176 0.584 0.019
O 0.417 -1.824 -1.116 0.172
H 2.055 -0.542 0.323 -0.005
H 0.962 -0.180 1.622 0.006
H 0.769 0.755 0.082 -0.005
H 0.513 -2.316 0.783 -0.002
H -1.230 -0.824 1.615 0.002
H -1.816 -2.110 0.614 -0.002
H -1.780 -0.606 -0.183 0.003
C -3.170 4.729 -4.317 0.000
O -3.229 4.086 -3.058 0.000
C -2.040 3.939 -2.394 0.000
O -0.903 4.302 -2.717 0.000
O -2.327 3.276 -1.165 0.000
C -1.315 3.004 -0.154 0.000
H -2.326 4.340 -4.886 0.000
H -2.974 5.791 -4.465 0.000
H -4.016 4.496 -4.965 0.000
H -0.802 2.091 -0.457 0.000
H -1.924 2.774 0.720 0.000
H -0.809 3.900 0.205 0.000
C -1.290 -5.964 3.178 0.000
C -2.434 -4.911 3.343 0.000
O -3.554 -5.348 3.352 0.000
N -2.155 -3.613 3.428 0.000
C -3.167 -2.648 3.540 0.000
H -1.232 -6.413 4.170 0.000
H -0.358 -5.479 2.886 0.000
H -1.645 -6.742 2.502 0.000
H -1.203 -3.340 3.226 0.000
H -3.116 -2.103 4.483 0.000
H -4.185 -2.995 3.362 0.000
H -3.005 -1.837 2.830 0.000
C -3.382 -2.719 -2.244 -0.002
C -2.549 -2.845 -3.465 0.002
O -1.275 -2.656 -3.411 -0.011
N -3.103 -3.188 -4.667 0.007
C -2.429 -3.611 -5.920 0.001
H -3.232 -1.731 -1.808 0.000
H -2.977 -3.379 -1.477 0.000
H -4.447 -2.790 -2.463 0.000
H -4.111 -3.191 -4.595 -0.001
H -2.798 -3.048 -6.778 0.000
H -2.696 -4.666 -5.970 0.001
H -1.355 -3.420 -5.923 0.000
C 3.641 0.461 -4.429 0.000
C 3.586 -0.449 -3.248 0.002
O 2.529 -1.131 -3.034 -0.020
N 4.650 -0.504 -2.448 0.001
C 4.785 -1.185 -1.188 0.003
H 3.292 -0.173 -5.244 -0.001
H 4.556 0.929 -4.792 0.000
H 2.928 1.285 -4.459 0.000
H 5.502 -0.179 -2.881 0.000
H 5.770 -1.641 -1.294 0.000
H 3.907 -1.780 -0.937 -0.001
H 4.759 -0.387 -0.446 0.000
C 2.446 4.001 -1.350 0.000
C 1.980 5.181 -0.537 0.000
O 2.588 5.533 0.439 0.000
N 0.755 5.642 -0.805 0.000
C 0.176 6.773 -0.282 0.000
H 3.353 3.523 -0.979 0.000
H 2.689 4.224 -2.389 0.000
H 1.670 3.242 -1.252 0.000
H 0.342 5.169 -1.596 0.000
H 0.068 6.637 0.795 0.000
H -0.861 6.927 -0.582 0.000
H 0.901 7.566 -0.464 0.000
C 1.982 -3.974 3.577 0.000
C 2.755 -4.337 2.280 0.000
O 2.540 -5.430 1.818 0.000
N 3.452 -3.458 1.620 0.000
C 3.932 -2.258 2.197 0.000
H 1.200 -3.256 3.330 0.000
H 2.547 -3.758 4.484 0.000
H 1.367 -4.864 3.707 0.000
H 3.743 -3.728 0.692 0.000
H 3.076 -1.632 2.449 0.000
H 4.595 -1.650 1.581 0.000
H 4.543 -2.378 3.091 0.000
C -0.883 4.742 3.152 0.000
C -0.901 3.266 3.330 0.000
O -0.256 2.561 2.573 0.000
N -1.515 2.780 4.403 0.000
C -1.759 1.293 4.679 0.000
H -1.190 5.251 4.065 0.000
H -1.344 5.072 2.221 0.000
H 0.199 4.832 3.066 0.000
H -1.999 3.441 4.994 0.000
H -1.022 0.657 4.188 0.000
H -2.677 1.057 4.142 0.000
H -1.606 1.137 5.747 0.000
```

Properties
lowest unoccupied orbital energy (alpha / beta) = -9.8 / -9.4 eV
<S²> = 2.094
multiplicity = 3
charge = +2
F_max = 7.396 eV/A

DFT (ωB97M-V/def2-TZVPD) results for a molecular structure, C4H5O2Zn in a non-equilibrium geometry.

Geometry as XYZ:
```
12
Properties=species:S:1:pos:R:3:mulliken_spin:R:1
H -2.550 1.919 1.269 -0.005
O -2.471 1.136 0.718 0.045
Zn -2.098 0.992 -1.281 0.769
O 3.096 -0.743 0.057 0.000
C 2.113 -0.241 -0.435 0.001
C 0.759 -0.902 -0.492 -0.011
C -0.351 0.046 -0.212 0.202
C -0.986 0.331 0.875 -0.018
H 2.171 0.727 -0.983 -0.001
H 0.754 -1.792 0.157 0.005
H 0.710 -1.323 -1.514 0.005
H -1.147 -0.149 1.842 0.008
```

Properties
lowest unoccupied orbital energy (alpha / beta) = 0.3 / -0.8 eV
<S²> = 0.755
multiplicity = 2
charge = 0
F_max = 2.101 eV/A
energy relative to the best compared isomer or geometry (same formula, charge and spin) = 29.6 kcal/mol

Q: Look up the F_max of the fourth one.
A: 7.396 eV/A